No. 1
# C23H87BN3O31S

A 22-piece molecular cluster, C23H87BN3O31S overall at a distorted geometry (ωB97M-V with the def2-TZVPD basis set, the Open Molecules 2025 dataset).

ORCA input file:
```
! RIJCOSX wB97M-V def2-TZVPD def2/J DEFGRID3
* xyz 1 1
H 4.71074 -3.68071 -0.17021
H 4.27162 0.24151 2.96290
O -1.83485 -5.47718 -3.07728
O 3.00891 1.30886 -4.48878
O -7.88307 -2.20997 3.36241
H -3.19610 -4.93440 -0.15385
H -8.33510 4.71271 2.71075
H -5.20738 -0.08119 -2.26552
H -5.05941 2.43777 1.01093
H -2.95794 -4.17295 -1.44839
H -3.72346 4.22354 -3.41909
H -3.31303 1.29262 -4.20503
O -2.85018 -4.10182 -0.48941
C -2.54192 -0.12149 -2.71869
O -4.87211 4.59658 2.28177
H -5.45231 4.69274 1.51499
H 6.60000 3.67644 -3.06442
O -1.71529 5.00394 6.99463
H -2.86499 1.96223 1.23111
H 9.15136 -1.71750 -2.62980
H 3.77968 -0.88954 -3.25631
H 0.70326 1.53813 -1.61744
C -2.16517 0.90085 -1.62797
H -6.93496 -2.36818 3.38214
O 1.41045 -7.12938 -2.93645
O 3.39601 4.30411 -2.86020
H 0.77128 5.75153 4.11798
H 7.96894 -3.85778 -1.16331
O 3.12028 0.15006 1.26036
H 3.46181 1.22809 -5.33423
O 8.22758 -1.98584 -2.61594
H 5.87019 -0.12836 1.43480
H -0.06624 -0.03013 -4.94782
O -6.74298 3.69285 -0.36724
H -0.15615 2.08604 1.22299
H 6.79193 1.39119 1.45113
H 0.77021 -6.50154 -0.41727
H -4.97465 2.07182 2.72127
H 3.71975 1.37344 -3.84398
B 2.23411 -1.75885 -0.32786
H 6.93353 -0.80235 -0.26970
H -3.11651 0.71715 2.48259
H -4.08296 1.13304 5.28308
H 1.65142 -7.94434 -2.48421
H -2.55656 3.05728 7.41254
C -4.90729 1.63636 1.72926
H -5.71762 0.75753 -3.76783
H -7.32012 3.38366 0.34639
H 2.68525 -1.99353 -2.16595
O 0.26929 6.08550 4.86992
H -1.25751 -3.00574 0.01402
O 2.53537 -1.24644 -1.57017
H -7.55839 3.41059 2.82403
H -6.35785 0.26824 0.22114
C -3.60518 0.38460 -3.68745
C 1.85727 -0.30569 1.71294
C 0.44475 2.39886 0.37270
O 7.72254 -3.88834 -0.23030
H 2.21191 -6.59706 -2.90518
H -0.04431 -0.17695 -6.46623
H 5.51010 -2.77598 2.09272
H -0.10728 -2.67691 3.07891
H -2.96813 -0.99201 -2.20449
H 2.59842 3.58953 -0.64713
H -7.95992 -1.30155 3.05542
C 1.62741 3.15764 0.97015
H -2.29395 3.71555 -3.38861
H -4.16035 0.18140 -0.35457
C 5.91071 0.88391 -0.44993
C 0.04508 -1.92048 1.05947
H 1.42636 1.48439 -4.04037
H 1.95451 1.13913 -0.52310
H 7.29607 -4.74183 -0.11060
H -1.27877 1.47977 -1.85845
H -3.42955 -0.93668 0.81432
H -3.27786 -0.14801 5.40833
H -0.26565 -2.22826 5.62661
O -2.77496 2.27563 6.88841
H -4.62224 5.49613 2.51463
C -3.88910 -0.70344 -4.74504
O 4.41466 -1.51813 -3.61636
O -3.64985 0.45323 4.75264
C 0.35143 -2.97157 2.13223
H -1.77462 -1.36530 1.70745
O -1.18492 -2.00533 5.44949
H -4.50114 -1.47975 -4.27358
N -0.93597 -0.85567 1.43368
H 1.41399 -3.09771 2.33155
H -4.92450 1.65663 -2.48907
O -0.23236 -4.22529 1.80035
O -0.42758 -2.52388 -0.14386
O 0.51286 1.56276 -3.72150
H 2.02048 -1.03410 2.52013
O -3.17788 3.47530 -3.68601
C 0.24659 -5.58010 -0.18346
H 6.61284 1.65009 -0.78699
H -1.53118 -6.31992 -2.72553
H 4.66888 -1.95669 0.02871
H 0.51179 -4.84596 -0.94255
H -2.99218 1.61097 -1.56264
H 5.27306 -1.11521 -3.44890
H -6.99076 4.61510 -0.47988
C 4.22382 -2.88208 0.39351
H -2.98093 -1.12083 -5.17194
H -1.66579 -0.45468 -3.27139
O 4.77532 1.66226 1.54083
H 0.90629 6.10242 5.59195
C 0.87298 1.25367 -0.57991
O -7.91438 4.03087 2.17821
C 3.83038 0.92720 2.22340
H 4.34610 4.13771 -2.85100
C 4.49314 -3.10878 1.87229
H -1.24236 5.12583 6.16054
H -1.06682 -4.90284 -2.99509
C 5.88193 0.91023 1.08558
O 2.77438 3.23134 0.23991
H 4.43096 -4.16262 2.13757
O 1.63474 -5.49724 1.73682
H -1.49631 -2.71325 4.87670
H 6.24624 2.22581 -2.78242
N 0.29715 -0.06960 -0.27537
C -3.46791 1.09924 1.52525
O 6.40541 -0.37037 -0.95079
H -1.49847 5.78153 7.51631
C -4.95069 0.68921 -2.99819
H -2.30008 2.42186 6.06526
H 3.15893 1.61130 2.74829
H -0.82346 -5.78038 -0.24439
O 1.55085 3.66979 2.05578
O -0.62373 0.05062 -5.73129
O 2.81150 -2.93244 0.09350
H 4.92583 1.01916 -0.89209
H -0.08048 3.14723 -0.22923
C -0.99233 -0.16961 0.20195
S -6.21284 0.38263 1.55389
C -3.38417 0.06468 0.39210
H 7.75943 -1.25347 -2.20023
H 3.30531 5.16654 -3.27680
C 1.14574 -0.96669 0.52959
H 1.27249 0.50055 2.17107
H -4.51996 -0.27070 -5.52247
C 0.64513 -5.10930 1.18657
O 5.85277 3.07133 -3.01720
H 0.02721 1.91621 -4.47862
H 3.79299 -2.54623 2.49137
N -2.09863 0.24183 -0.31775
*
```

The calculation puts the strongest force on any atom at 1.79 eV Å⁻¹. As for the calculated total energy: -3848.18937 Ha.

---

No. 2
# C4H4Br2N3Pt

C4H4Br2N3Pt as an isolated structure (ωB97M-V with the def2-TZVPD basis set, the Open Molecules 2025 dataset).

ORCA input file:
```
! RIJCOSX wB97M-V def2-TZVPD def2/J DEFGRID3
* xyz -1 3
H 2.76205 -1.90661 1.33975
C -2.12081 0.39501 0.98108
H 2.65980 -2.77960 -0.33217
H -2.69228 -0.37180 1.48740
C 2.77836 -1.89164 0.26405
N -0.17872 1.93248 -0.32235
Pt -0.34833 0.03814 0.34322
N 0.14738 4.22959 -1.09082
H -2.54292 1.38218 0.83641
C -0.68608 4.87002 -1.88962
Br 2.27711 -0.29181 -0.53507
Br -0.51065 -2.28888 1.04336
C -0.08838 3.02465 -0.70687
N -1.35551 5.51766 -2.58056
*
```

The calculation puts the strongest force on any atom at 0.16 eV Å⁻¹. As for the calculated total energy: -5586.40017 Ha.

---

No. 3
# C12H30N3O7P

A 3-piece molecular cluster, C12H30N3O7P overall at a distorted geometry (ωB97M-V with the def2-TZVPD basis set, the Open Molecules 2025 dataset).

ORCA input file:
```
! RIJCOSX wB97M-V def2-TZVPD def2/J DEFGRID3
* xyz 0 1
H 1.56567 -1.55658 -3.24232
H -1.26195 -1.00211 -2.35989
H -1.40255 -3.08273 3.96761
H -4.42726 4.32756 1.40558
C -3.45239 4.10976 1.83629
C -1.35164 2.84003 1.31554
C 4.55221 1.22898 -0.10619
H 5.08293 0.58334 0.58252
O -3.15788 -2.39293 0.72225
C -4.15548 -1.29574 3.03163
H -0.66741 0.68214 -0.75513
H -1.89171 -1.52345 4.65192
N -2.97588 -2.14102 2.97106
N -2.69365 3.26018 0.94222
H 3.53764 1.42050 0.22455
C 3.49974 -0.14673 -1.75541
C -0.27824 -1.39430 -2.14825
H -2.90703 -2.96137 4.89625
C -3.18375 2.83809 -0.23771
H -3.59621 3.61176 2.79763
C -0.00487 -1.25335 -0.66037
N -0.12117 0.10925 -0.11946
H -1.68333 -3.24486 1.82642
H -4.20599 3.20357 -0.43860
H -5.02361 -1.83619 2.65344
O 5.49485 -1.90028 -1.37353
H 0.79715 0.53499 -0.13744
H -4.01139 -0.40984 2.41161
C -2.25435 -2.44409 4.18962
H 2.86050 1.64488 -2.64631
H -0.64120 3.18188 0.56099
P 4.23768 -1.72332 -2.30823
O -2.57999 2.13423 -1.02462
H -1.08459 3.26012 2.28230
O 4.86917 -1.54415 -3.74750
H -2.92323 5.05061 2.00202
H 0.93896 -1.70969 -0.39234
O 1.27529 0.43523 -2.66396
H -4.33486 -0.99500 4.06075
O 4.60505 0.68767 -1.41708
H -0.75775 -1.84376 -0.15389
C -2.58925 -2.61518 1.77166
C 2.65683 0.59662 -2.80558
H -1.30343 1.75193 1.35744
H 4.34903 -0.94272 -4.30344
H 5.52750 -2.84717 -1.14961
H 2.97336 0.38866 -3.83026
O 3.35882 -2.87940 -2.18866
H 0.30728 -0.69167 -4.05217
H 5.07627 2.17325 -0.12675
H -0.32631 -2.45726 -2.35470
H 2.90698 -0.38066 -0.88224
C 0.77540 -0.83971 -3.07968
*
```

Its SMILES is CO[C@@H](COCCCN)P(=O)(O)O.CN(C)C=O.CN(C)C=O. The calculation puts the strongest force on any atom at 1.30 eV Å⁻¹. As for the calculated total energy: -1507.57875 Ha.